[1]
C3H6NO4 as an isolated structure at a distorted geometry. Source: the OMol25 dataset; level of theory: the ωB97M-V functional and the def2-TZVPD basis.

```
14
C3H6NO4 | the OMol25 dataset | the ωB97M-V functional and the def2-TZVPD basis
C 1.1466 0.0236 -1.6050
C -0.3563 -0.5766 1.2529
C -0.3862 0.2203 -1.2487
N -0.7614 0.3302 0.1899
O 1.9977 0.7249 -0.9204
O 1.3416 -0.5623 -2.6459
O 1.0749 1.8570 1.1130
O -0.2317 1.8829 0.7037
H 0.7795 -0.6705 1.5187
H -0.8657 -0.3692 2.2005
H -0.5585 -1.6579 0.8750
H -1.0791 -0.6248 -1.5970
H -1.0532 1.0865 -1.6313
H 1.5782 1.5158 0.2344
```

Values from the calculation:
ΔE to the lowest compared entry with this formula, charge and spin ... 167.4 kcal/mol
Frontier orbital gap ... 8.55 eV
Charge ... -1
F_max ... 3.37 eV/A

***

[2]
One molecule with the formula C3H6NOP at a distorted geometry. Source: the OMol25 dataset; level of theory: the ωB97M-V functional and the def2-TZVPD basis.

```
12
C3H6NOP | the OMol25 dataset | the ωB97M-V functional and the def2-TZVPD basis
C 0.1831 -0.3620 -0.1045
C 0.3595 2.1283 0.7904
C -0.1513 1.1093 -0.1750
N -0.7675 -1.2298 -0.2907
O 0.8276 1.9746 -0.5447
P -0.8515 -2.9103 -0.2629
H 1.1510 -0.6503 0.2827
H -0.2832 2.8594 0.9901
H 0.8809 1.7488 1.7260
H -1.1105 1.1946 -0.5706
H 0.4253 -3.1901 -0.1468
H -0.6634 -2.6726 -1.6939
```

Values from the calculation:
ΔE to the lowest compared entry with this formula, charge and spin ... 71.4 kcal/mol
Frontier orbital gap (alpha / beta) ... 6.69 / 6.98 eV
Spin multiplicity ... 3
F_max ... 4.58 eV/A

***

[3]
A 2-piece molecular cluster, C3H6NP overall at a distorted geometry. Source: the OMol25 dataset; level of theory: the ωB97M-V functional and the def2-TZVPD basis.

```
11
C3H6NP | the OMol25 dataset | the ωB97M-V functional and the def2-TZVPD basis
C -1.9197 -0.0802 -0.0873
C 0.2703 1.1766 -0.3021
C -0.5472 -0.0991 -0.1620
N -3.0365 -0.2902 -0.0952
P 0.4194 -1.6122 0.0762
H 0.5945 1.3606 -1.4087
H -0.1375 2.1408 -0.1520
H 1.1317 1.1617 0.2462
H -0.1912 -0.9920 2.2221
H 0.9890 -1.5618 -1.1413
H -0.5442 -2.5217 -0.4801
```

Values from the calculation:
ΔE to the lowest compared entry with this formula, charge and spin ... 98.8 kcal/mol
Frontier orbital gap (alpha / beta) ... 7.69 / 8.23 eV
F_max ... 3.96 eV/A

***

[4]
A 2-piece molecular cluster, C3H6NS4 overall at a distorted geometry. Source: the OMol25 dataset; level of theory: the ωB97M-V functional and the def2-TZVPD basis.

```
14
C3H6NS4 | the OMol25 dataset | the ωB97M-V functional and the def2-TZVPD basis
C -2.9263 0.4390 -0.6732
C 0.9309 -0.5216 -0.0861
C 0.6390 0.7746 0.3411
N -0.1660 1.0201 1.3923
S -2.8158 -0.8515 0.1420
S 2.0345 -0.7191 -1.6989
S -3.1458 1.8432 -1.2486
S 0.9769 -2.0160 0.7661
H 0.9589 1.6194 -0.3212
H 1.1849 -0.3952 -2.7051
H -0.3767 1.9761 1.6805
H -0.2346 0.3087 2.0639
H 1.4985 -1.9894 -1.5021
H 1.4416 -1.4882 1.8493
```

Values from the calculation:
ΔE to the lowest compared entry with this formula, charge and spin ... 0.0 kcal/mol
Frontier orbital gap ... 7.90 eV
Charge ... +1
F_max ... 2.74 eV/A

***

[5]
C3H6NaO4 as an isolated structure at a distorted geometry. Source: the OMol25 dataset; level of theory: the ωB97M-V functional and the def2-TZVPD basis.

```
14
C3H6NaO4 | the OMol25 dataset | the ωB97M-V functional and the def2-TZVPD basis
C -1.0669 -3.5305 5.2344
C -2.3451 -2.7942 5.3573
H -1.2115 -4.6008 4.9979
H -0.4793 -3.4749 6.1649
H -2.7375 -2.5344 6.3403
H -2.9124 -2.5349 4.4624
O -0.2710 -3.0866 4.1323
O 0.0449 -1.7152 4.3472
C 1.4356 -1.6388 4.6536
O 1.8724 -0.5400 4.3425
Na 2.3841 -3.7795 3.8983
O -0.1526 1.6118 5.4469
H 0.6315 1.1783 5.0653
H -0.7862 0.8932 5.5412
```

Values from the calculation:
ΔE to the lowest compared entry with this formula, charge and spin ... 105.6 kcal/mol
Frontier orbital gap (alpha / beta) ... 6.43 / 6.44 eV
Spin multiplicity ... 2
F_max ... 1.90 eV/A

***

[6]
One molecule with the formula C3H6O at a distorted geometry. Source: the OMol25 dataset; level of theory: the ωB97M-V functional and the def2-TZVPD basis.

```
10
C3H6O | the OMol25 dataset | the ωB97M-V functional and the def2-TZVPD basis
C -1.0343 0.0983 0.8048
C -0.4122 0.3915 -0.4452
O -0.3380 1.5068 -1.0375
C 1.0802 -0.2961 -0.1982
H -1.4966 0.8695 1.4218
H -0.7862 -0.5125 -1.0445
H -1.0573 -0.9264 1.1667
H 1.5168 -0.2443 -1.1946
H 1.6313 0.3545 0.4797
H 1.0568 -1.3241 0.1681
```

Values from the calculation:
ΔE to the lowest compared entry with this formula, charge and spin ... 97.4 kcal/mol
Frontier orbital gap (alpha / beta) ... 8.79 / 7.08 eV
F_max ... 1.44 eV/A

***

[7]
One molecule with the formula C3H6O. Source: the OMol25 dataset; level of theory: the ωB97M-V functional and the def2-TZVPD basis.

```
10
C3H6O | the OMol25 dataset | the ωB97M-V functional and the def2-TZVPD basis
C -1.6992 0.3055 0.5042
C 0.3296 -0.5903 -0.0328
O -0.2925 0.5070 0.3261
C 1.6925 -0.2040 -0.5045
H -2.1971 1.1396 0.0053
H -1.9096 -0.6396 0.0065
H -1.9569 0.2549 1.5646
H 1.7495 -0.6372 -1.5126
H 1.8758 0.8772 -0.5329
H 2.4311 -0.7377 0.1016
```

Values from the calculation:
ΔE to the lowest compared entry with this formula, charge and spin ... 67.3 kcal/mol
Frontier orbital gap ... 9.59 eV
F_max ... 0.58 eV/A

***

[8]
C3H6O as an isolated structure at a distorted geometry. Source: the OMol25 dataset; level of theory: the ωB97M-V functional and the def2-TZVPD basis.

```
10
C3H6O | the OMol25 dataset | the ωB97M-V functional and the def2-TZVPD basis
C 0.1617 0.7925 -0.2218
C 0.9080 -0.5297 0.0493
C -1.0818 -0.1054 0.0789
H 0.5022 1.6079 0.5078
H 0.1913 1.1462 -1.2714
H 1.8508 -0.8047 -0.5558
H 1.2890 -0.6765 1.1316
H -1.4852 -0.1114 1.1856
H -2.0357 -0.0410 -0.6142
O -0.3002 -1.2780 -0.2899
```

Values from the calculation:
ΔE to the lowest compared entry with this formula, charge and spin ... 45.1 kcal/mol
Frontier orbital gap ... 10.92 eV
F_max ... 2.34 eV/A

***

[9]
A 2-piece molecular cluster, C3H6O overall at a distorted geometry. Source: the OMol25 dataset; level of theory: the ωB97M-V functional and the def2-TZVPD basis.

```
10
C3H6O | the OMol25 dataset | the ωB97M-V functional and the def2-TZVPD basis
C 0.6287 -0.2803 -0.7442
C 0.5510 0.8752 0.2193
C -0.0699 -0.4679 0.5072
O -2.3270 -0.0811 -0.1014
H -0.0909 -0.0395 -1.5920
H 1.4664 -0.8357 -0.9510
H 1.4432 1.0358 0.8129
H 0.0579 1.6492 -0.2733
H -0.4794 -0.9166 1.3268
H -2.0278 0.0734 -1.0192
```

Values from the calculation:
ΔE to the lowest compared entry with this formula, charge and spin ... 127.9 kcal/mol
Frontier orbital gap (alpha / beta) ... 9.83 / 8.14 eV
F_max ... 5.39 eV/A

***

[10]
A 2-piece molecular cluster, C3H6O overall at a distorted geometry. Source: the OMol25 dataset; level of theory: the ωB97M-V functional and the def2-TZVPD basis.

```
10
C3H6O | the OMol25 dataset | the ωB97M-V functional and the def2-TZVPD basis
C -0.4749 -0.7956 -0.4263
O 2.0584 -0.1128 0.6460
C -1.2779 -0.0320 0.2560
C -0.9158 1.0009 -0.6802
H -0.5427 -1.8551 -0.6320
H 1.2143 -0.3674 0.2271
H 2.0253 -0.5160 1.5105
H -1.8102 -0.1355 1.1928
H -1.5785 1.1848 -1.5236
H 0.1170 1.2280 -0.9275
```

Values from the calculation:
ΔE to the lowest compared entry with this formula, charge and spin ... 103.3 kcal/mol
Frontier orbital gap ... 10.15 eV
F_max ... 3.41 eV/A
Structure (SMILES) ... C1=CC1.O